Here is a structure of composition C23H53N2O5Y in a non-equilibrium geometry from the Open Molecules 2025 dataset. Energies are from ωB97M-V/def2-TZVPD.

XYZ file:
```
84
Properties=species:S:1:pos:R:3:forces:R:3:mulliken_charge:R:1
H -2.330 4.569 1.191 -0.377 0.659 0.019 0.316
H -2.644 -3.220 -1.510 -0.184 -0.507 -0.623 0.590
H -0.763 -3.985 -4.053 0.357 -0.480 -0.503 0.377
C 3.017 -0.946 1.024 2.622 -1.959 -0.446 1.412
H -0.176 -5.622 -3.406 0.771 0.598 0.056 0.391
H -1.838 2.292 2.317 -0.547 0.187 0.132 0.004
C -1.111 1.883 -2.633 0.397 1.380 0.072 -1.669
H -2.764 -1.019 1.316 -0.027 0.613 0.806 0.760
H 4.894 -0.364 0.175 0.498 -0.200 0.320 0.444
H -3.623 0.959 -0.932 -0.035 0.434 -2.786 1.002
H -2.659 4.080 -1.889 -0.012 -0.228 -0.269 0.243
C -0.806 2.577 2.114 0.280 -0.294 0.348 -1.091
H 4.646 -2.137 0.139 -0.140 0.091 -0.403 0.413
H -3.731 0.151 -2.208 -0.152 -0.292 -0.631 0.296
H 1.682 -1.902 -1.423 0.600 -0.545 0.317 0.293
H -0.309 -1.700 2.935 -0.121 -0.106 0.095 0.437
H -1.116 -2.213 1.457 -0.220 0.116 0.100 0.106
H 0.353 -3.628 -1.805 0.063 0.137 -0.273 0.195
C -1.617 -2.881 -1.648 -1.363 0.274 0.400 0.610
H 1.154 5.002 -0.794 0.750 0.614 0.474 0.419
H 1.369 4.068 1.439 -0.482 -0.099 0.463 0.423
H 1.217 2.319 -1.913 -0.001 -0.518 0.255 0.456
H -2.182 1.919 -2.833 0.138 0.031 -0.137 0.330
O -2.574 2.345 -0.207 1.728 2.798 0.059 -0.840
H 3.868 -0.913 -1.013 -0.263 -0.635 -0.112 0.387
C 4.175 -1.164 0.002 -0.001 1.228 0.560 -1.838
H 2.575 3.889 -0.632 -0.184 0.041 -0.219 0.514
H 1.050 -3.468 3.500 -0.672 0.302 -0.408 0.398
H 4.239 -0.564 2.869 -0.376 0.302 -0.081 0.360
H 2.203 -3.938 2.333 0.992 0.147 0.500 0.494
O -0.909 -5.014 -0.934 -0.897 -0.437 -0.703 -0.576
C -0.812 -4.746 -3.274 -0.983 1.287 0.553 -1.488
H -3.140 -1.105 -0.300 -0.063 0.076 -0.349 0.404
O -3.599 0.672 0.452 10.682 -9.226 -3.064 -1.385
H 1.182 2.442 0.794 0.357 0.105 0.018 -0.740
H -0.555 2.175 -3.524 -0.281 -0.375 -0.292 0.604
H 1.822 0.621 1.670 -0.385 0.218 0.080 0.246
H 1.165 3.750 -2.717 -1.167 0.452 -0.337 0.452
C -1.273 4.832 1.137 0.115 -2.216 -0.394 -1.443
H -0.761 -1.074 -0.412 -0.243 0.618 0.411 0.199
N -1.203 2.687 -0.288 2.359 0.352 0.118 1.676
C 1.694 -3.057 2.722 1.413 1.130 -0.669 -1.387
C -0.243 -1.689 1.847 0.583 -0.322 0.851 -1.520
H 2.557 1.040 0.127 0.018 -0.528 -0.311 0.401
C 0.877 3.480 0.664 1.305 -0.475 -0.494 -0.227
H -0.245 1.642 2.123 0.051 -0.093 -0.444 0.025
H 4.386 -2.130 2.222 -0.193 -0.344 0.149 0.492
H -1.593 -2.124 -2.431 0.160 0.197 0.177 0.245
C 3.638 -1.370 2.447 -0.621 -0.701 -1.249 -1.061
O -4.052 0.949 -1.788 -1.281 -0.116 -0.604 -0.697
C 1.006 -2.535 1.415 -0.936 -0.762 -0.046 1.862
H -0.615 0.498 0.489 -0.417 -0.421 0.248 0.602
H -1.347 5.155 -1.599 0.110 0.069 0.112 0.330
H -0.301 -5.726 -1.148 -0.048 -0.283 0.073 0.400
C 0.511 -3.781 0.578 -0.588 1.793 0.984 -0.675
H -0.236 -3.568 -0.187 1.212 1.156 2.021 -0.861
C -0.672 -3.983 -1.906 0.174 -3.589 -2.266 -0.657
H -1.506 4.548 -3.172 0.069 -0.639 -0.148 0.439
H 3.477 1.018 1.613 0.187 0.010 -0.185 0.396
C 2.710 0.484 1.053 -1.168 1.894 0.993 -1.893
H -2.550 1.410 0.008 2.450 2.381 -0.702 -0.211
H -0.403 3.077 2.995 -0.297 0.335 -0.039 0.586
H -1.789 -5.226 -3.327 -0.362 0.426 0.124 0.395
Y -4.865 1.227 1.205 -14.593 7.662 8.014 2.579
C -0.633 3.417 0.837 -0.519 1.052 1.252 0.846
H 1.281 -4.244 -0.040 0.425 -0.304 0.861 0.837
H -1.090 5.536 0.325 0.053 0.178 0.588 0.288
C -1.270 -0.176 -0.062 -0.886 2.575 -1.473 -0.159
H -0.093 -4.433 1.209 0.680 -0.396 0.245 0.319
N 1.985 -1.882 0.558 0.633 -0.244 0.214 0.320
H -0.252 -0.641 1.547 0.540 -0.996 0.609 0.518
C 2.584 -1.903 3.401 -0.850 -1.277 -0.927 -0.641
O 1.422 -1.377 -0.662 -0.978 0.655 0.925 -0.488
C 0.782 3.311 -1.796 1.328 -2.018 0.375 -1.562
H -0.846 0.860 -2.367 0.513 0.377 -0.100 0.331
C -0.728 3.069 -1.628 -2.525 -0.488 -2.722 1.223
H 1.892 -1.098 3.650 -0.151 0.130 0.161 0.265
H 2.994 -2.267 4.343 0.137 0.010 -0.097 0.473
C -2.701 -0.409 0.415 2.397 -5.008 -0.465 -0.580
H -1.418 -2.507 -0.644 0.136 0.146 -0.558 -0.725
C 1.489 3.974 -0.651 -2.223 0.843 0.477 -0.935
H -1.407 0.484 -0.919 0.039 -0.721 -0.381 -0.958
C -1.609 4.241 -2.131 0.472 1.054 0.653 -1.547
H -0.935 5.076 2.144 0.018 0.708 -0.353 0.430
```
Forces are in eV/Å.

charge = +2
HOMO-LUMO gap = 2.85 eV
LUMO energy = -9.70 eV
electronic energy = -38941.2104 eV
HOMO level = -12.5493 eV